Entry from OMol25: a structure of composition C31H52AlCl3F5KLi2NO7S in a non-equilibrium geometry (ωB97M-V with the def2-TZVPD basis set).

Each line ends with the Löwdin charge.
Element x y z (Å)
1 K 0.790 4.987 -3.801  0.94
2 Cl 1.221 -2.526 -10.676  0.55
3 Cl -0.532 -0.003 1.555  0.52
4 Cl -0.197 -0.422 -12.965  0.52
5 S 0.407 -2.219 6.163  1.04
6 Al -8.810 -0.892 8.635  0.11
7 F -9.273 0.628 9.483  -0.27
8 F -9.184 -0.739 6.880  -0.27
9 F -9.737 -2.272 9.329  -0.27
10 F -7.046 -1.186 8.849  -0.29
11 F 7.463 1.521 -5.610  -0.79
12 O -1.006 3.386 -3.784  -0.22
13 O 2.528 -0.587 -2.071  -0.05
14 O 3.753 1.707 2.959  -0.34
15 O -1.417 1.851 -1.443  -0.03
16 O 0.230 -0.478 -6.207  -0.16
17 O -6.228 1.594 4.442  -0.24
18 O 3.097 1.174 -4.211  0.07
19 N 5.313 4.010 -1.014  0.06
20 C 0.456 -0.720 5.009  -0.35
21 C -2.557 -2.220 6.031  -0.26
22 C 1.092 -0.026 -11.801  -0.66
23 C 2.587 -1.382 8.524  0.12
24 C -3.131 -3.661 5.492  -0.17
25 C 1.706 0.326 -2.388  -0.45
26 C -0.431 1.698 -2.171  -0.37
27 C 1.656 -1.887 7.568  -0.26
28 C -5.245 -0.841 4.347  -0.17
29 C 0.534 0.628 -1.802  -0.03
30 C -0.095 -0.253 -7.576  -0.28
31 C -1.533 -0.601 -7.917  -0.08
32 C 2.025 -1.201 -11.555  -0.65
33 C 1.032 2.233 -3.998  -0.08
34 C 1.103 -2.764 -6.451  -0.08
35 C -6.353 0.231 4.982  -0.19
36 C 5.768 1.341 -1.648  -0.17
37 C 4.354 2.754 2.418  -0.57
38 C -4.942 2.219 4.790  -0.12
39 C 7.263 1.111 -1.874  -0.28
40 C 1.123 -0.010 2.418  -0.50
41 C -5.518 -2.401 4.881  -0.18
42 C 2.041 1.227 -3.573  -0.32
43 C -0.145 2.527 -3.420  -0.55
44 C 7.826 1.946 -3.019  -0.15
45 C -4.284 -3.332 4.328  -0.20
46 C 0.140 -1.824 -5.746  -0.27
47 C 1.109 -1.177 3.573  -0.27
48 C 5.519 2.800 -1.302  -0.15
49 C 3.258 3.789 2.106  -0.16
50 C -1.279 -2.322 7.054  -0.31
51 Li 1.690 5.068 -0.635  0.80
52 Li -2.210 -0.135 4.828  0.65
53 H 0.392 -1.802 -4.680  0.12
54 H 0.215 0.049 -0.943  0.04
55 H 0.621 0.315 -10.875  0.06
56 H -3.434 -1.680 6.618  0.15
57 H -1.703 -1.681 -7.866  0.07
58 H -5.707 -2.462 6.036  0.13
59 H 2.517 3.401 1.397  0.03
60 H -2.240 -4.177 4.892  0.13
61 H 5.410 0.710 -0.827  0.11
62 H 0.480 -2.084 3.141  0.12
63 H 2.871 -0.882 -10.940  0.08
64 H 1.326 2.777 -4.888  0.08
65 H 0.058 0.817 -7.758  0.12
66 H 5.102 3.298 3.017  0.08
67 H 7.739 3.019 -2.818  0.06
68 H -4.729 -4.370 3.984  0.13
69 H 2.731 4.113 3.013  0.05
70 H 0.819 -2.912 -7.497  0.04
71 H -3.801 -2.770 3.408  0.12
72 H -4.929 3.398 4.685  0.12
73 H 1.107 -3.743 -5.964  0.07
74 H -5.473 -0.882 3.178  0.15
75 H -4.681 1.941 5.897  0.10
76 H 7.818 1.346 -0.957  0.09
77 H -6.353 0.204 6.171  0.14
78 H 4.897 2.615 1.470  0.07
79 H -2.335 -1.563 5.085  0.02
80 H -0.616 -0.237 4.884  0.03
81 H 5.198 1.082 -2.548  0.11
82 H -3.594 -4.349 6.319  0.14
83 H 0.607 -0.782 -8.228  0.08
84 H -4.168 -0.455 4.592  0.02
85 H -6.510 -2.762 4.322  0.14
86 H -1.294 -3.243 7.776  0.14
87 H -0.891 -2.185 -5.815  0.10
88 H 7.434 0.050 -2.090  0.11
89 H -2.225 -0.128 -7.213  0.08
90 H 3.708 4.681 1.654  0.03
91 H 3.351 -1.051 9.380  0.11
92 H 2.236 -1.484 3.782  0.15
93 H 7.304 1.727 -3.958  0.00
94 H -1.777 -0.272 -8.931  0.07
95 H 1.654 0.811 -12.225  0.07
96 H 1.952 -0.234 1.607  0.13
97 H 1.299 1.048 2.898  0.09
98 H -7.410 -0.177 4.609  0.16
99 H -4.138 1.767 4.037  0.08
100 H 2.419 -1.607 -12.492  0.07
101 H -1.311 -1.339 7.730  0.13
102 H 1.116 0.098 5.549  0.14
103 H 8.889 1.728 -3.162  0.07
104 H 2.119 -2.358 -6.442  0.09

As for the molecular weight: 864.13 g mol⁻¹. The HOMO-LUMO gap comes out at 0.85 eV. As for the net charge: -1. For the HOMO energy, the calculation gives -3.33 eV.

***

Entry from OMol25: a cluster of 12 separate species, C56H81Cl2N12O3P in total in a non-equilibrium geometry (ωB97M-V with the def2-TZVPD basis set).

Each line ends with the Löwdin charge.
Element x y z (Å)
1 Cl 4.437 4.461 1.520  0.52
2 Cl 1.790 4.268 3.021  0.57
3 P 4.389 -2.114 2.726  0.86
4 O 2.851 -1.865 -0.208  -0.16
5 O 2.277 0.440 2.892  -0.22
6 O 1.658 -3.741 -2.125  -0.10
7 N 1.458 1.276 5.688  0.02
8 N 4.505 6.319 4.765  0.00
9 N -4.134 -4.471 5.882  0.01
10 N 0.940 -4.299 9.664  -0.01
11 N 4.478 -0.931 1.397  -0.21
12 N -5.065 0.433 -7.328  0.00
13 N -2.051 -0.146 -5.333  -0.01
14 N -8.400 -0.594 -12.157  0.00
15 N -1.309 -5.568 -7.285  0.00
16 N 2.882 0.598 -7.200  0.00
17 N 0.312 -4.989 3.669  0.01
18 N 0.084 7.853 1.163  0.00
19 C -0.738 -0.028 -5.708  -0.16
20 C 0.831 0.540 6.660  -0.14
21 C 3.155 -0.714 0.700  -0.35
22 C -0.599 -4.294 11.268  -0.11
23 C 0.993 -4.359 4.677  -0.14
24 C 2.988 1.695 2.614  -0.23
25 C 5.730 7.316 6.329  -0.12
26 C -4.935 -3.448 6.319  -0.14
27 C -0.370 -2.105 -1.818  -0.06
28 C -6.113 0.825 -8.119  -0.14
29 C 2.145 -1.278 -1.366  -0.16
30 C -5.641 0.987 -9.402  -0.12
31 C -0.147 -4.478 -5.736  -0.10
32 C -2.522 1.080 -4.941  -0.15
33 C -4.836 -5.648 5.928  -0.15
34 C -1.499 1.992 -5.076  -0.10
35 C 2.202 4.350 -0.401  -0.12
36 C 0.576 2.726 7.124  -0.11
37 C 1.907 -0.288 1.671  -0.27
38 C 4.385 7.277 6.767  -0.12
39 C 1.313 2.610 5.966  -0.16
40 C 0.374 -5.547 9.672  -0.15
41 C -0.370 1.291 -5.562  -0.10
42 C 1.247 8.944 2.712  -0.11
43 C 0.978 -1.579 2.179  -0.06
44 C 2.113 2.839 1.831  -0.54
45 C 4.149 2.076 -8.272  -0.11
46 C -10.212 0.608 -12.620  -0.12
47 C -0.736 -5.494 5.563  -0.13
48 C -0.748 -5.679 4.198  -0.14
49 C 1.129 7.746 2.044  -0.16
50 C 3.650 6.659 5.780  -0.15
51 C 0.365 -4.658 5.866  -0.10
52 C 5.775 6.720 5.088  -0.14
53 C 3.094 3.467 0.654  -0.65
54 C 4.768 -1.051 4.316  -0.30
55 C 5.915 -3.324 2.662  -0.31
56 C -9.106 0.000 -13.171  -0.14
57 C -6.165 -3.978 6.640  -0.12
58 C 0.242 9.806 2.213  -0.11
59 C 4.776 1.750 -7.046  -0.12
60 C 3.970 0.838 -6.402  -0.15
61 C -1.853 -4.313 -7.193  -0.13
62 C -0.588 -5.571 10.657  -0.11
63 C -6.102 -5.370 6.393  -0.12
64 C 0.271 1.416 7.563  -0.12
65 C 1.224 -2.334 -2.217  -0.33
66 C -4.261 0.675 -9.386  -0.11
67 C -10.168 0.378 -11.225  -0.12
68 C -0.459 9.108 1.255  -0.14
69 C 0.357 -3.530 10.637  -0.14
70 C -3.932 0.333 -8.093  -0.14
71 C 2.980 1.352 -8.340  -0.14
72 C -9.038 -0.364 -10.966  -0.15
73 C -1.152 -3.615 -6.235  -0.12
74 C -0.265 -5.676 -6.404  -0.13
75 H -1.416 -6.243 3.561  0.11
76 H 1.165 0.356 0.992  0.14
77 H 2.594 6.432 5.714  0.10
78 H -0.171 -1.416 1.911  0.09
79 H 2.204 5.456 -0.017  0.07
80 H 1.952 0.894 4.892  0.09
81 H -7.103 0.957 -7.702  0.11
82 H -4.376 -6.579 5.627  0.10
83 H -10.968 1.159 -13.165  0.09
84 H 3.835 -0.934 5.015  0.03
85 H 4.240 5.846 3.910  0.07
86 H 6.575 7.734 6.860  0.09
87 H 0.938 -4.217 -1.579  0.11
88 H -2.691 -4.026 -7.814  0.11
89 H 2.212 1.308 -9.101  0.11
90 H 3.324 0.207 -0.042  0.14
91 H -3.176 -4.373 5.574  0.12
92 H 2.698 4.262 -1.464  0.09
93 H 6.730 -2.768 2.016  0.05
94 H 2.967 -0.829 -2.106  0.14
95 H -1.213 -6.417 10.910  0.09
96 H 5.632 -4.389 2.267  0.05
97 H -0.235 7.122 0.541  0.14
98 H 5.182 -1.315 0.711  0.09
99 H 5.735 -1.444 4.869  0.04
100 H -3.543 1.199 -4.602  0.11
101 H -7.015 -3.421 7.013  0.09
102 H 1.382 -2.613 1.811  0.06
103 H 3.263 2.162 3.678  0.13
104 H -0.295 1.140 8.443  0.09
105 H 0.702 -6.308 8.978  0.11
106 H -1.446 -5.914 6.264  0.09
107 H 5.714 2.140 -6.672  0.09
108 H -5.119 0.245 -6.335  0.13
109 H 0.552 -4.950 2.687  0.14
110 H 0.585 -4.249 -4.972  0.08
111 H 5.042 0.055 3.959  0.05
112 H -1.629 -6.300 -7.907  0.15
113 H 1.743 3.361 5.317  0.02
114 H -4.562 -2.433 6.363  0.11
115 H 0.607 1.703 -5.780  0.09
116 H 1.674 -3.993 9.038  0.14
117 H -1.343 -2.595 -5.930  0.05
118 H -0.526 -1.437 -0.868  0.07
119 H -1.297 9.396 0.634  0.10
120 H -6.895 -6.092 6.539  0.09
121 H -2.992 0.030 -7.653  0.09
122 H -8.634 -0.748 -10.039  0.10
123 H 4.078 0.340 -5.448  0.10
124 H 4.004 1.581 2.046  0.11
125 H 0.835 -0.541 6.624  0.10
126 H -6.228 1.295 -10.258  0.09
127 H -7.543 -1.119 -12.271  0.15
128 H -10.884 0.718 -10.487  0.09
129 H -0.915 -1.543 -2.713  0.08
130 H 0.050 10.827 2.519  0.09
131 H 3.994 7.660 7.701  0.09
132 H 0.670 -2.506 10.796  0.11
133 H 0.290 3.655 7.601  0.09
134 H 0.667 -4.311 6.846  0.07
135 H 1.696 6.828 2.121  0.04
136 H -0.942 -3.120 -1.678  0.09
137 H -0.180 -0.890 -6.048  0.09
138 H -2.588 -1.003 -5.343  0.13
139 H 1.313 -2.022 -3.366  0.14
140 H 0.302 -6.594 -6.328  0.11
141 H 1.066 2.486 1.443  0.12
142 H 6.600 6.546 4.411  0.10
143 H -3.580 0.697 -10.227  0.09
144 H 1.864 -3.755 4.464  0.09
145 H 1.039 -1.608 3.369  0.08
146 H -1.560 3.049 -4.848  0.10
147 H 1.979 9.173 3.476  0.09
148 H 6.339 -3.380 3.774  0.05
149 H 1.123 3.856 -0.430  0.10
150 H -8.763 -0.062 -14.195  0.10
151 H -1.235 -3.968 12.081  0.09
152 H 2.124 -0.036 -6.981  0.13
153 H 3.673 2.573 0.121  0.11
154 H 1.445 -0.368 -1.083  0.12
155 H 4.511 2.765 -9.025  0.09

As for the molecular weight: 1072.23 g mol⁻¹. The HOMO-LUMO gap comes out at 7.80 eV. Its SMILES is C[C@H](O)CO[C@H](NP(C)C)[C@@H](C)OC[C@@H](Cl)[C@@H](C)Cl.c1cc[nH]c1.c1cc[nH]c1.c1cc[nH]c1.c1cc[nH]c1.c1cc[nH]c1.c1cc[nH]c1.c1cc[nH]c1.c1cc[nH]c1.c1cc[nH]c1.c1cc[nH]c1.c1cc[nH]c1. For the HOMO energy, the calculation gives -7.98 eV.

***

Entry from OMol25: a structure of composition C2H6NO2P2 in a non-equilibrium geometry (ωB97M-V with the def2-TZVPD basis set).

Each line ends with the Löwdin charge.
Element x y z (Å)
1 P 1.547 -1.436 0.251  0.68
2 P -1.796 1.335 -0.313  0.80
3 O 1.180 0.212 1.617  -0.18
4 O 0.094 2.175 1.539  -0.09
5 N 0.187 -0.689 -0.601  -0.34
6 C -0.040 0.721 -0.260  -0.61
7 C 0.436 1.051 1.134  -0.84
8 H -2.285 0.825 -1.529  -0.17
9 H 1.456 -2.710 -0.561  -0.15
10 H 0.608 1.308 -1.005  0.12
11 H -2.614 0.190 -0.013  -0.12
12 H 0.796 -2.143 1.294  -0.10
13 H 0.431 -0.842 -1.552  0.01

As for the molecular weight: 138.02 g mol⁻¹. The HOMO-LUMO gap comes out at 7.98 eV. As for the net charge: -1. As for the energy above the lowest of the compared OMol25 structures with the same formula, charge and spin: 0.0 kJ/mol. For the HOMO energy, the calculation gives -3.83 eV.